A:
One molecule with the formula C21H26N2O4. Source: the Open Molecules 2025 dataset; level of theory: ωB97M-V/def2-TZVPD.

Last column: Löwdin charge in e.
Geometry (Å):
C  3.91  -1.31  -0.98  -0.1062
O  3.08  -0.39  -1.65  -0.1842
C  2.92  -0.63  -3.02  -0.1947
C  2.09  -1.88  -3.35  -0.1447
O  0.87  -1.89  -2.64  -0.0093
C  -0.08  -1.02  -3.08  -0.4136
O  0.04  -0.38  -4.10  0.1130
C  -1.19  -0.96  -2.15  -0.1013
N  -1.22  -1.75  -1.02  0.1761
C  -2.24  -1.39  -0.24  -0.1845
C  -2.91  -0.33  -0.86  -0.0717
C  -2.24  -0.06  -2.08  -0.1158
C  -2.60  0.98  -3.07  -0.0079
C  -3.94  0.44  -0.18  -0.3709
O  -4.59  1.32  -0.69  0.0851
C  -4.13  0.06  1.29  -0.0619
C  -2.97  -0.69  1.95  -0.2568
C  -1.71  0.12  2.15  -0.2055
C  -0.76  -0.34  3.05  -0.0434
C  0.48  0.25  3.17  -0.0233
C  0.83  1.34  2.37  -0.2390
N  2.07  1.94  2.45  -0.1979
C  3.08  1.38  3.31  -0.0809
C  2.54  2.72  1.33  -0.0666
C  -0.15  1.84  1.50  -0.0046
C  -1.39  1.24  1.40  -0.0128
C  -2.61  -1.92  1.09  -0.0613
H  4.07  -0.90  0.02  0.0831
H  3.45  -2.30  -0.90  0.0854
H  4.88  -1.40  -1.48  0.0919
H  3.89  -0.71  -3.52  0.1290
H  2.39  0.25  -3.40  0.1264
H  1.90  -1.90  -4.43  0.1312
H  2.61  -2.80  -3.05  0.1236
H  -0.54  -2.47  -0.83  0.1692
H  -3.36  0.60  -3.75  0.0981
H  -3.02  1.85  -2.56  0.0782
H  -1.73  1.26  -3.66  0.0737
H  -5.03  -0.57  1.32  0.1331
H  -4.36  0.97  1.84  0.1330
H  -3.32  -1.05  2.93  0.1436
H  -0.99  -1.20  3.67  0.1156
H  1.18  -0.17  3.88  0.0917
H  3.42  0.39  2.98  0.0898
H  2.70  1.29  4.33  0.0845
H  3.94  2.04  3.34  0.0820
H  1.99  3.67  1.26  0.0845
H  3.59  2.96  1.46  0.0808
H  2.42  2.18  0.38  0.0920
H  0.05  2.70  0.89  0.0994
H  -2.10  1.67  0.72  0.1141
H  -3.47  -2.59  1.01  0.1293
H  -1.77  -2.47  1.53  0.1213

For the HOMO-LUMO gap, the calculation gives 0.2975 Ha. The HOMO energy comes out at -0.2775 Ha. Its SMILES is COCCOC(=O)c1[nH]c2c(c1C)C(=O)C[C@H](c1ccc(N(C)C)cc1)C2.

B:
One molecule with the formula C21H26N2O4. Source: the Open Molecules 2025 dataset; level of theory: ωB97M-V/def2-TZVPD.

Last column: Löwdin charge in e.
Geometry (Å):
C  -1.14  -2.02  -2.87  -0.0779
O  -2.38  -1.71  -2.28  -0.0769
C  -2.43  -0.69  -1.38  -0.2667
C  -3.68  -0.47  -0.81  0.0654
C  -3.86  0.52  0.14  -0.2594
O  -5.03  0.81  0.76  -0.0717
C  -6.17  0.05  0.42  -0.0837
C  -2.76  1.30  0.53  0.0545
C  -1.53  1.10  -0.06  -0.1412
C  -0.37  1.91  0.41  -0.4528
O  -0.21  2.23  1.57  0.0698
N  0.52  2.23  -0.56  0.0704
C  1.78  2.88  -0.29  -0.0689
C  2.97  2.02  -0.69  -0.4728
O  3.95  2.49  -1.23  0.0588
N  2.82  0.71  -0.41  0.1065
C  3.83  -0.28  -0.73  -0.3428
C  3.32  -1.21  -1.83  -0.0333
C  4.30  -1.02  0.53  -0.1419
C  3.42  -2.18  1.00  -0.1529
C  1.99  -1.83  1.31  -0.2504
C  1.68  -0.84  2.24  -0.0473
C  0.36  -0.56  2.56  -0.0742
C  -0.67  -1.26  1.95  -0.0841
C  -0.37  -2.24  1.02  -0.0853
C  0.94  -2.52  0.70  -0.0587
C  -1.35  0.10  -1.02  0.0051
H  -0.39  -2.30  -2.12  0.0782
H  -0.76  -1.19  -3.47  0.0984
H  -1.33  -2.88  -3.52  0.0967
H  -4.49  -1.11  -1.13  0.1174
H  -6.98  0.45  1.03  0.0941
H  -6.42  0.16  -0.64  0.0969
H  -6.03  -1.01  0.66  0.0966
H  -2.88  2.06  1.28  0.1333
H  0.31  2.01  -1.52  0.1440
H  1.80  3.07  0.79  0.1325
H  1.85  3.84  -0.81  0.1319
H  2.01  0.40  0.11  0.1189
H  4.68  0.30  -1.12  0.1393
H  3.14  -0.63  -2.74  0.0817
H  2.39  -1.68  -1.53  0.0554
H  4.06  -1.97  -2.05  0.0839
H  4.40  -0.28  1.33  0.1131
H  5.30  -1.42  0.33  0.1160
H  3.87  -2.59  1.91  0.1225
H  3.44  -2.98  0.25  0.1065
H  2.47  -0.30  2.73  0.1184
H  0.14  0.21  3.28  0.1072
H  -1.70  -1.04  2.21  0.1092
H  -1.17  -2.80  0.55  0.1077
H  1.17  -3.30  -0.01  0.1093
H  -0.37  -0.08  -1.43  0.1034

For the HOMO-LUMO gap, the calculation gives 0.3380 Ha. The HOMO energy comes out at -0.3161 Ha. Its SMILES is COc1cc(OC)cc(C(=O)NCC(=O)N[C@H](C)CCc2ccccc2)c1.

Verdict on stability: A comes out at the bottom.

A:
An isolated ion of composition C9H10N3OS and charge +1. Source: the Open Molecules 2025 dataset; level of theory: ωB97M-V/def2-TZVPD.

Last column: Löwdin charge in e.
Geometry (Å):
H  4.59  -0.30  0.09  0.1416
N  3.77  -0.17  0.72  0.3564
N  2.60  -0.09  0.09  -0.0954
C  2.39  -0.14  -1.29  -0.2368
O  3.25  -0.40  -2.09  0.1687
C  1.41  -0.16  0.92  -0.3315
S  0.73  -2.11  0.55  1.0238
C  -0.76  -1.31  -0.10  -0.4667
C  -1.85  -2.06  -0.46  -0.0989
C  -3.03  -1.42  -0.81  -0.0778
C  -3.05  -0.04  -0.79  -0.0731
C  -1.95  0.73  -0.36  -0.0168
C  -0.76  0.10  -0.04  -0.2647
N  0.37  0.73  0.53  -0.1688
C  0.23  1.92  1.24  -0.0908
H  1.33  0.30  -1.64  0.2058
H  1.86  -0.05  1.86  0.1118
H  -1.78  -3.12  -0.40  0.1040
H  -4.00  -2.04  -0.97  0.1513
H  -4.06  0.58  -0.89  0.1612
H  -1.91  1.81  -0.50  0.1138
H  -0.28  1.91  2.25  0.1125
H  1.24  2.50  1.41  0.1268
H  -0.36  2.83  0.68  0.1435

Its charge is +1. For the HOMO-LUMO gap (spin up / spin down), the calculation gives 0.1730 / 0.1731 Ha. The HOMO energy (spin up / spin down) comes out at -0.4457 / -0.4457 Ha. Its SMILES is [H]/N=[N+](\C=O)[C@@H]1Sc2ccccc2N1C.

B:
A 2-piece molecular cluster, C9H10N3OS overall. Source: the Open Molecules 2025 dataset; level of theory: ωB97M-V/def2-TZVPD.

Last column: Löwdin charge in e.
Geometry (Å):
C  2.76  -0.79  0.68  -0.0346
C  2.56  -2.17  0.76  -0.0092
C  1.80  0.14  0.22  0.0441
C  1.32  -2.64  0.20  -0.0424
C  0.66  -0.38  -0.39  -0.2538
C  0.48  -1.73  -0.42  -0.4541
C  -2.39  -0.45  2.22  -0.3501
C  -1.32  -0.49  -1.56  -0.3068
C  -0.55  1.76  -1.00  0.0213
N  -4.00  -0.61  0.27  0.1524
N  -3.24  -0.33  1.21  0.0069
N  -0.35  0.32  -1.10  -0.1045
O  -1.17  -0.49  2.12  0.0108
S  -1.06  -2.15  -1.17  1.1415
H  3.64  -0.46  1.07  0.0824
H  3.29  -2.85  1.29  0.1429
H  1.97  1.21  0.32  0.1169
H  1.15  -3.69  -0.02  0.1130
H  -3.03  -0.38  3.20  0.1777
H  -2.14  -0.13  -2.19  0.1284
H  -1.47  1.91  -0.38  0.1189
H  0.28  2.28  -0.50  0.1007
H  -0.70  2.20  -2.01  0.1207
H  -3.98  -1.58  -0.10  0.0771

Its charge is +1. For the HOMO-LUMO gap, the calculation gives 0.3012 Ha. The HOMO energy comes out at -0.4662 Ha.

Verdict on stability: A comes out at the bottom.

A:
C4H3Br as an isolated structure. Source: the Open Molecules 2025 dataset; level of theory: ωB97M-V/def2-TZVPD.

Last column: Löwdin charge in e.
Geometry (Å):
C  0.19  0.17  0.12  -0.2278
C  0.85  2.03  0.69  -0.4242
C  -0.82  -0.35  -0.83  -0.1695
C  -0.18  -1.04  0.36  -0.0519
Br  2.51  1.77  1.31  0.6571
H  -1.85  -0.03  -0.75  0.0706
H  -0.51  -0.61  -1.84  0.0679
H  -0.18  -1.94  0.94  0.0779

For the HOMO-LUMO gap, the calculation gives 0.2773 Ha. The HOMO energy comes out at -0.3260 Ha.

B:
A 2-piece molecular cluster, C4H3Br overall. Source: the Open Molecules 2025 dataset; level of theory: ωB97M-V/def2-TZVPD.

Last column: Löwdin charge in e.
Geometry (Å):
C  0.24  0.07  -0.12  -0.2075
C  2.15  1.10  -0.07  -0.4275
C  -1.15  0.40  0.24  -0.1720
C  -0.57  -0.92  -0.29  -0.0531
Br  3.35  -0.22  -0.06  0.6515
H  -1.43  0.48  1.28  0.0671
H  -1.75  1.02  -0.42  0.0679
H  -0.83  -1.92  -0.55  0.0735

For the HOMO-LUMO gap, the calculation gives 0.2669 Ha. The HOMO energy comes out at -0.3177 Ha.

Verdict on stability: B comes out at the bottom.

A:
C2H7NO4S as an isolated structure. Source: the Open Molecules 2025 dataset; level of theory: ωB97M-V/def2-TZVPD.

Last column: Löwdin charge in e.
Geometry (Å):
C  1.08  -0.66  1.34  -0.0350
C  0.64  0.62  0.68  -0.2489
N  -0.53  1.28  0.99  0.1083
O  -1.36  0.97  -1.64  -0.2943
O  -0.09  -0.56  -3.13  -0.2409
O  -1.13  -1.22  -0.80  -0.1766
O  0.83  0.10  -1.05  -0.2873
S  -0.47  -0.13  -1.83  0.4940
H  1.20  -0.64  2.33  0.0276
H  2.09  -0.88  1.02  0.0813
H  0.50  -1.63  1.06  0.1272
H  1.43  1.40  0.52  0.1597
H  -0.77  2.06  0.44  0.0867
H  -1.38  0.73  1.07  0.1076
H  -2.04  -1.43  -1.01  0.0906

For the HOMO-LUMO gap, the calculation gives 0.4092 Ha. The HOMO energy comes out at -0.3905 Ha.

B:
A 2-piece molecular cluster, C2H7NO4S overall. Source: the Open Molecules 2025 dataset; level of theory: ωB97M-V/def2-TZVPD.

Last column: Löwdin charge in e.
Geometry (Å):
C  -0.78  0.41  -0.89  -0.3602
C  0.80  0.22  1.58  0.0303
N  -1.02  0.15  0.40  0.0338
O  2.35  -0.31  -0.47  -0.3147
O  0.71  -2.10  0.28  -0.2244
O  2.77  -1.52  1.68  -0.2860
O  0.10  -0.59  -1.58  -0.1310
S  1.79  -1.00  0.72  0.6181
H  -1.71  0.45  -1.54  0.1466
H  -0.16  1.38  -0.98  0.1455
H  1.25  1.21  1.43  0.0807
H  0.40  -0.05  2.57  0.0791
H  0.34  -1.58  -0.61  0.0436
H  -1.55  -0.73  0.46  0.0913
H  1.04  -0.27  -1.40  0.0474

For the HOMO-LUMO gap (spin up / spin down), the calculation gives 0.3293 / 0.3292 Ha. The HOMO energy (spin up / spin down) comes out at -0.3726 / -0.3725 Ha.

Verdict on stability: B comes out at the bottom.